# 1
Density functional theory data (wB97M-V/def2-TZVPD) for a cluster of 2 separate species, C5H10 in total.

Structure (ORCA input):
```
! wB97M-V def2-TZVPD RIJCOSX def2/J DEFGRID3
* xyz 0 1
C 1.13 0.30 0.18
C -1.17 -0.72 0.74
C 1.63 -0.96 -0.08
C -0.81 0.91 -1.06
C -0.37 0.51 0.36
H 2.74 -0.93 -0.35
H -0.52 1.25 1.33
H -0.90 -1.15 1.73
H -1.21 -0.03 -1.64
H 0.80 -2.15 0.05
H -1.68 1.83 -1.01
H -1.20 -1.50 -0.06
H 0.07 1.40 -1.77
H -2.26 -0.36 0.71
H 1.76 1.41 0.18
*
```

Calculated values
**LUMO level**: 0.042 Eh
**Max |F|**: 0.103 Eh/bohr
**Kohn-Sham gap**: 10.54 eV
**ΔE to the lowest compared entry with this formula, charge and spin**: 4.2680 eV
**Energy**: -196.351557 Eh

# 2
Density functional theory data (wB97M-V/def2-TZVPD) for a structure of composition C5H10AsCl10F6NiO4PY.

Structure (ORCA input):
```
! wB97M-V def2-TZVPD RIJCOSX def2/J DEFGRID3
* xyz 0 4
Y 0.57 -2.13 1.01
As 3.62 -2.51 -1.63
Ni 0.66 -0.60 -2.36
Cl 2.18 1.89 -0.82
Cl -3.05 2.88 -0.65
Cl 1.99 0.34 4.91
Cl -1.87 1.01 -5.47
Cl -3.14 -2.64 2.74
Cl 2.66 -0.01 1.33
Cl -0.37 0.04 3.15
Cl -0.94 3.90 1.14
Cl -5.37 -0.78 2.80
Cl -4.15 2.36 -4.27
P -1.04 -1.05 -0.81
F 4.66 -2.37 -3.09
F 4.56 -1.20 -0.82
F 2.50 -1.28 -2.36
F 2.67 -3.80 -2.48
F 4.66 -3.76 -0.80
F 2.48 -2.56 -0.19
O -0.03 -2.17 -1.13
O -1.10 -0.03 -1.92
O 0.39 -0.53 -0.47
O -1.39 -1.13 0.65
C 3.24 1.47 0.56
C -1.48 2.50 0.14
C -2.67 1.40 -3.89
C 0.35 0.90 4.53
C -3.80 -1.13 2.09
H -2.96 0.47 -3.41
H -0.74 2.40 -0.66
H -1.54 1.55 0.67
H -3.82 -1.30 1.01
H -3.14 -0.29 2.31
H 3.14 2.25 1.31
H -2.07 1.97 -3.18
H -0.18 0.58 5.42
H 4.23 1.40 0.10
H 0.29 1.99 4.54
*
```

Calculated values
**LUMO level (spin up / spin down)**: -0.064 / -0.077 Eh
**Max |F|**: 0.248 Eh/bohr
**Kohn-Sham gap (spin up / spin down)**: 4.01 / 6.14 eV
**ΔE to the lowest compared entry with this formula, charge and spin**: 0.2890 eV
**Energy**: -9822.390619 Eh

# 3
Density functional theory data (wB97M-V/def2-TZVPD) for a structure of composition C5H10AuO3.

Structure (ORCA input):
```
! wB97M-V def2-TZVPD RIJCOSX def2/J DEFGRID3
* xyz 2 4
Au 0.63 -0.86 -1.03
O 1.61 -0.40 0.56
O -0.87 -1.02 -2.13
O -1.18 0.45 0.22
C -2.16 0.56 -0.82
C -0.07 1.21 0.14
C 1.01 0.81 1.07
C -2.13 -0.73 -1.64
C 2.63 -0.97 1.38
H 2.20 -1.26 2.34
H 3.43 -0.24 1.53
H -2.86 -0.59 -2.46
H -2.52 -1.55 -1.00
H -3.13 0.70 -0.34
H 0.62 0.59 2.08
H -1.93 1.43 -1.46
H -0.09 2.14 -0.42
H 1.78 1.59 1.13
H 3.02 -1.85 0.86
*
```

Calculated values
**LUMO level (spin up / spin down)**: -0.317 / -0.498 Eh
**Max |F|**: 0.066 Eh/bohr
**Kohn-Sham gap (spin up / spin down)**: 8.51 / 6.27 eV
**ΔE to the lowest compared entry with this formula, charge and spin**: 0.0000 eV
**Energy**: -556.944826 Eh

# 4
Density functional theory data (wB97M-V/def2-TZVPD) for an isolated molecule of C5H10BNO3.

Structure (ORCA input):
```
! wB97M-V def2-TZVPD RIJCOSX def2/J DEFGRID3
* xyz 0 1
O 0.81 -1.19 1.48
O 0.91 2.43 -1.01
O 2.41 0.93 -1.80
N 1.50 -0.84 0.29
C -0.15 -0.98 -1.96
C -0.63 -0.01 0.33
C -1.04 -0.74 2.79
C -0.40 -0.54 1.49
C 0.50 -0.14 -0.61
B 1.26 1.12 -1.16
H -1.60 0.31 -0.04
H -0.59 -0.22 -2.68
H -0.60 -1.65 3.21
H 2.11 -1.62 0.07
H -1.02 -1.47 -1.71
H -0.79 0.10 3.49
H -2.13 -0.70 2.84
H 0.68 -1.63 -2.42
H 2.92 1.66 -2.00
H 1.41 3.01 -1.53
*
```

Calculated values
**LUMO level**: 0.014 Eh
**Max |F|**: 0.079 Eh/bohr
**Kohn-Sham gap**: 7.78 eV
**ΔE to the lowest compared entry with this formula, charge and spin**: 2.7554 eV
**Energy**: -501.824446 Eh

# 5
Density functional theory data (wB97M-V/def2-TZVPD) for a structure of composition C5H10Br13O2PS3.

Structure (ORCA input):
```
! wB97M-V def2-TZVPD RIJCOSX def2/J DEFGRID3
* xyz 0 1
Br 9.27 -3.12 2.55
Br 4.32 -1.32 4.57
Br -0.09 -2.17 -4.76
Br -1.37 -3.76 -2.33
Br 0.38 0.33 -1.15
Br 6.04 0.65 2.76
Br -8.05 1.48 1.06
Br 1.74 -3.20 -2.38
Br 3.48 1.73 4.28
Br 1.89 -0.45 1.54
Br 8.41 -2.23 -0.38
Br -1.19 -1.16 1.19
Br 10.17 -0.29 1.41
S -6.11 0.22 -1.23
S -7.19 3.74 -1.14
S -4.33 2.70 -1.32
P -6.22 2.08 -0.27
O -4.55 2.77 -2.75
O -3.91 3.90 -0.62
C 0.18 -3.54 -3.45
C -3.08 1.46 -1.00
C 0.50 -0.93 0.30
C 8.81 -1.64 1.40
C 4.94 0.49 4.33
H -3.46 0.62 -0.43
H 0.77 -1.88 -0.13
H 5.55 0.74 5.19
H -5.51 2.28 0.93
H -7.21 3.15 -2.34
H -2.73 1.12 -1.97
H -2.27 1.96 -0.48
H -7.42 -0.06 -1.19
H 0.34 -4.47 -3.97
H 7.91 -1.20 1.80
*
```

Calculated values
**LUMO level**: -0.025 Eh
**Max |F|**: 0.009 Eh/bohr
**Kohn-Sham gap**: 8.61 eV
**Energy**: -35345.019778 Eh

# 6
Density functional theory data (wB97M-V/def2-TZVPD) for an isolated molecule of C5H10Br2Si.

Structure (ORCA input):
```
! wB97M-V def2-TZVPD RIJCOSX def2/J DEFGRID3
* xyz 0 1
Br -4.29 -1.56 -0.14
Br -2.55 1.48 0.31
Si 0.45 0.17 0.30
C -2.44 -1.25 -0.15
C -1.78 -0.16 0.20
C 1.27 0.63 1.96
C 1.06 -1.27 -0.70
C 0.62 1.56 -1.13
H 1.90 -0.93 -1.25
H 1.49 1.74 1.99
H 2.09 -0.03 2.26
H 1.26 -2.20 -0.09
H 0.55 0.44 2.77
H -0.16 2.30 -1.05
H 1.69 1.90 -1.22
H 0.36 -1.62 -1.54
H 0.40 0.96 -2.09
H -1.91 -2.14 -0.46
*
```

Calculated values
**LUMO level**: 0.023 Eh
**Max |F|**: 0.070 Eh/bohr
**Kohn-Sham gap**: 9.40 eV
**ΔE to the lowest compared entry with this formula, charge and spin**: 2.6745 eV
**Energy**: -5633.983352 Eh

# 7
Density functional theory data (wB97M-V/def2-TZVPD) for a cluster of 2 separate species, C5H10Cl in total.

Structure (ORCA input):
```
! wB97M-V def2-TZVPD RIJCOSX def2/J DEFGRID3
* xyz 0 2
Cl -4.89 0.90 1.83
C 0.22 -1.28 -0.49
C 0.82 -0.82 0.89
C 0.30 -0.08 -1.44
C 0.87 1.11 -0.62
C 1.25 0.56 0.69
H 0.02 -0.70 1.65
H -3.68 0.96 1.46
H 1.67 1.68 -1.15
H -0.81 -1.60 -0.33
H 1.55 -1.54 1.29
H -0.68 0.21 -1.80
H 0.09 1.83 -0.34
H 0.93 -0.30 -2.29
H 1.56 1.21 1.56
H 0.76 -2.14 -0.90
*
```

Calculated values
**LUMO level (spin up / spin down)**: 0.021 / 0.020 Eh
**Max |F|**: 0.048 Eh/bohr
**Kohn-Sham gap (spin up / spin down)**: 7.72 / 11.71 eV
**ΔE to the lowest compared entry with this formula, charge and spin**: 0.0000 eV
**Energy**: -656.626655 Eh

# 8
Density functional theory data (wB97M-V/def2-TZVPD) for a cluster of 5 separate species, C5H10Cl10 in total.

Structure (ORCA input):
```
! wB97M-V def2-TZVPD RIJCOSX def2/J DEFGRID3
* xyz 1 2
Cl -2.53 0.28 0.58
Cl -0.46 0.52 -6.92
Cl -2.06 1.91 -4.93
Cl -1.77 -0.73 -2.17
Cl 2.10 -1.36 1.16
Cl -3.32 -1.71 3.77
Cl 4.42 1.96 -0.93
Cl -4.93 0.34 5.06
Cl 1.60 2.54 -0.23
Cl 2.32 -4.31 1.02
C 3.18 2.03 0.38
C -1.18 -0.16 -0.56
C 2.75 -2.84 1.90
C -0.58 1.01 -5.17
C -3.72 0.00 3.80
H -0.71 0.11 -4.56
H -0.64 0.76 -0.80
H 0.27 1.52 -4.73
H 3.02 1.06 0.84
H -4.11 0.28 2.82
H 3.83 -2.67 1.85
H 3.40 2.74 1.18
H 2.28 -2.92 2.88
H -2.77 0.50 3.96
H -0.41 -0.85 -0.21
*
```

Calculated values
**LUMO level (spin up / spin down)**: -0.110 / -0.402 Eh
**Max |F|**: 0.043 Eh/bohr
**Kohn-Sham gap (spin up / spin down)**: 10.39 / 2.04 eV
**Energy**: -4797.989664 Eh

# 9
Density functional theory data (wB97M-V/def2-TZVPD) for an isolated molecule of C5H10ClN.

Structure (ORCA input):
```
! wB97M-V def2-TZVPD RIJCOSX def2/J DEFGRID3
* xyz 0 1
Cl 1.60 1.47 -2.03
N 0.92 0.58 0.96
C -0.07 -0.24 0.43
C -0.13 1.18 0.08
C 0.33 -1.34 -0.50
C -0.96 -0.85 1.56
C 0.04 1.54 -1.36
H 1.25 -1.98 -0.02
H -0.47 -2.19 -0.76
H -0.71 0.99 -1.88
H -1.80 -1.52 1.08
H -1.38 -0.03 2.12
H -0.35 -1.71 2.02
H 0.90 -0.85 -1.39
H -0.78 1.85 0.63
H 1.95 0.52 0.56
H -0.35 2.59 -1.51
*
```

Calculated values
**LUMO level**: 0.032 Eh
**Max |F|**: 0.085 Eh/bohr
**Kohn-Sham gap**: 10.03 eV
**ΔE to the lowest compared entry with this formula, charge and spin**: 2.3330 eV
**Energy**: -711.369735 Eh

# 10
Density functional theory data (wB97M-V/def2-TZVPD) for an isolated molecule of C5H10ClNO2.

Structure (ORCA input):
```
! wB97M-V def2-TZVPD RIJCOSX def2/J DEFGRID3
* xyz 0 3
Cl 0.80 1.94 1.36
O -0.87 0.45 -1.38
O 1.36 1.83 -2.20
N 2.24 -0.35 0.28
C -1.03 -0.76 0.74
C -2.50 -1.08 0.42
C -0.18 -0.25 -0.43
C 1.76 1.47 -1.13
C 1.17 0.49 -0.04
H -0.54 -1.68 1.11
H -2.72 -1.81 -0.29
H -0.90 0.00 1.51
H -3.04 -1.22 1.34
H -1.03 1.31 -0.94
H 2.15 -1.02 1.05
H -2.98 -0.12 -0.02
H 0.34 -1.01 -0.98
H 2.80 1.87 -0.73
H 3.16 -0.06 0.34
*
```

Calculated values
**LUMO level (spin up / spin down)**: 0.028 / -0.105 Eh
**Max |F|**: 0.149 Eh/bohr
**Kohn-Sham gap (spin up / spin down)**: 7.12 / 7.17 eV
**ΔE to the lowest compared entry with this formula, charge and spin**: 0.0369 eV
**Energy**: -861.759365 Eh

# 11
Density functional theory data (wB97M-V/def2-TZVPD) for an isolated molecule of C5H10FN.

Structure (ORCA input):
```
! wB97M-V def2-TZVPD RIJCOSX def2/J DEFGRID3
* xyz 0 1
F -0.24 1.74 -1.39
N 0.83 1.46 1.35
C 0.11 -2.65 0.53
C -0.21 -0.26 -0.15
C -0.64 -1.50 -0.07
C -0.99 0.75 -0.90
C 1.08 0.27 0.53
H 1.11 -2.36 0.80
H -1.64 -1.70 -0.46
H 1.66 -0.42 1.16
H 0.56 2.21 0.78
H -1.61 1.28 -0.17
H 0.11 1.27 2.01
H -0.39 -3.16 1.35
H 1.82 0.67 -0.21
H 0.20 -3.41 -0.22
H -1.62 0.20 -1.66
*
```

Calculated values
**LUMO level**: 0.036 Eh
**Max |F|**: 0.051 Eh/bohr
**Kohn-Sham gap**: 10.14 eV
**ΔE to the lowest compared entry with this formula, charge and spin**: 0.9896 eV
**Energy**: -351.089372 Eh

# 12
Density functional theory data (wB97M-V/def2-TZVPD) for the ion C5H10FN2 with charge +1.

Structure (ORCA input):
```
! wB97M-V def2-TZVPD RIJCOSX def2/J DEFGRID3
* xyz 1 1
F 2.15 -0.69 -1.08
N 2.04 -0.40 0.40
N -0.72 -0.77 -0.40
C -0.87 1.70 -0.62
C -0.71 -1.93 0.52
C 1.00 0.58 0.55
C 2.22 1.00 0.65
C -0.45 0.55 0.28
H -1.48 -1.82 1.27
H -1.62 -0.71 -0.88
H -1.95 1.67 -0.81
H -1.01 0.57 1.22
H 0.01 -0.92 -1.11
H -0.89 -2.85 -0.05
H -0.64 2.65 -0.14
H -0.34 1.68 -1.57
H 3.01 1.71 0.77
H 0.26 -2.01 1.00
*
```

Calculated values
**LUMO level**: -0.124 Eh
**Max |F|**: 0.033 Eh/bohr
**Kohn-Sham gap**: 10.72 eV
**ΔE to the lowest compared entry with this formula, charge and spin**: 4.7059 eV
**Energy**: -405.488079 Eh